1.
This record from the OMol25 dataset describes C21H30HgN2Si as an isolated structure in a non-equilibrium geometry. The level of theory is wB97M-V/def2-TZVPD.

Results
LUMO energy (spin up / spin down)	-0.02969 / -0.02253	Eh
relative energy (zero: lowest compared OMol25 entry of this formula, charge and spin)	1.263	eV
total energy	-1370.4455	Ha

```
! RIJCOSX wB97M-V def2-TZVPD def2/J DEFGRID3
* xyz 0 1
C -1.83 -0.38 4.74
C -2.19 -1.10 3.58
C -1.07 -1.98 3.24
H -3.13 -1.05 3.07
C -0.07 -1.81 4.28
C -0.54 -0.84 5.17
H -0.04 -0.52 6.10
H -2.42 0.38 5.24
H -1.15 -2.88 2.63
H 0.81 -2.43 4.41
Hg -0.55 -0.59 1.35
C 1.68 1.84 -1.80
H 2.69 1.64 -1.36
H 1.82 2.50 -2.66
H 1.06 2.44 -1.07
Si 0.61 0.07 -2.04
C -0.79 0.13 -3.32
C -1.85 -0.76 -3.02
H -1.70 -1.46 -2.20
C -3.03 -0.76 -3.79
H -3.76 -1.52 -3.59
C -3.17 0.14 -4.87
H -4.03 0.05 -5.53
C -2.12 1.00 -5.16
H -2.13 1.60 -6.06
C -0.94 1.03 -4.39
H -0.09 1.66 -4.61
C 1.39 -1.61 -2.27
C 1.01 -2.46 -3.35
H 0.23 -2.15 -4.04
C 1.66 -3.70 -3.55
H 1.30 -4.31 -4.36
C 2.62 -4.17 -2.64
H 2.99 -5.18 -2.73
C 2.92 -3.37 -1.53
H 3.57 -3.75 -0.76
C 2.31 -2.13 -1.32
H 2.50 -1.52 -0.43
H 1.86 0.67 -3.96
H 2.44 1.13 -3.76
N -1.18 2.30 1.69
C -0.58 3.34 2.56
C -0.27 2.78 3.97
C 1.04 2.01 4.08
N 1.26 1.06 2.94
H -2.12 2.08 2.11
H -1.34 2.70 0.77
H 0.34 3.74 2.08
H -1.26 4.20 2.68
H -0.22 3.64 4.66
H -1.08 2.14 4.37
H 1.87 2.75 4.11
H 1.07 1.46 5.04
H 1.99 0.38 3.15
H 1.58 1.61 2.15
*
```

***

2.
This record from the OMol25 dataset describes C35H22BrI2MnN7O2 as an isolated structure. The level of theory is wB97M-V/def2-TZVPD.

Results
LUMO energy (spin up / spin down)	-0.01042 / -0.02944	Eh
total energy	-6201.1325	Ha

```
! RIJCOSX wB97M-V def2-TZVPD def2/J DEFGRID3
* xyz 0 6
Mn -0.13 0.24 -0.07
Br 3.61 -8.11 3.61
C 1.86 -7.40 3.54
C 1.29 -7.09 2.32
C 0.02 -6.54 2.27
C -0.68 -6.28 3.46
C -0.09 -6.63 4.68
C 1.17 -7.18 4.73
N -1.92 -5.65 3.52
N -2.46 -5.32 2.38
C -2.17 -4.24 1.66
C -2.79 -4.10 0.40
C -2.48 -3.07 -0.48
C -1.54 -2.11 -0.16
O -1.18 -1.14 -0.96
C -0.94 -2.18 1.15
N -0.07 -1.18 1.44
C 0.46 -1.11 2.64
C 0.16 -2.05 3.64
C -0.69 -3.08 3.35
C -1.26 -3.19 2.07
H 1.84 -7.29 1.40
H -0.44 -6.31 1.32
H -0.66 -6.45 5.59
H 1.62 -7.45 5.68
H -3.51 -4.86 0.13
H -2.98 -3.00 -1.45
H 1.14 -0.29 2.83
H 0.60 -1.94 4.62
H -0.94 -3.81 4.11
I -3.61 3.55 2.20
C -1.53 3.50 2.20
C -0.81 4.50 2.87
C 0.56 4.51 2.89
I 1.53 6.04 3.92
C 1.28 3.50 2.22
C 2.69 3.40 2.17
C 3.28 2.39 1.47
C 2.47 1.45 0.80
N 1.17 1.51 0.83
C 0.54 2.51 1.53
C -0.91 2.46 1.51
O -1.51 1.51 0.88
H -1.36 5.28 3.39
H 3.29 4.13 2.69
H 4.36 2.29 1.43
H 2.91 0.65 0.23
C 0.59 1.23 -4.19
C 0.63 0.66 -2.94
N 0.03 1.21 -1.87
C -0.67 2.33 -2.04
C -0.80 2.95 -3.28
C -0.14 2.40 -4.35
C -1.61 4.19 -3.44
C -2.84 4.45 -2.99
C -3.78 3.55 -2.27
C -4.99 4.06 -1.82
C -5.86 3.18 -1.22
N -5.58 1.89 -1.05
C -4.38 1.50 -1.49
N -3.48 2.26 -2.11
H 1.10 0.76 -5.01
H 1.16 -0.27 -2.76
H -1.16 2.73 -1.17
H -0.20 2.87 -5.33
H -1.13 4.98 -4.01
H -3.24 5.43 -3.21
H -5.24 5.11 -1.94
H -6.83 3.52 -0.86
H -4.11 0.46 -1.34
*
```

***

3.
This record from the OMol25 dataset describes a 2-piece molecular cluster, C9H15N3S overall in a non-equilibrium geometry. The level of theory is wB97M-V/def2-TZVPD.

Results
LUMO energy (spin up / spin down)	-0.04856 / -0.05794	Eh
relative energy (zero: lowest compared OMol25 entry of this formula, charge and spin)	8.344	eV
total energy	-914.1301	Ha

```
! RIJCOSX wB97M-V def2-TZVPD def2/J DEFGRID3
* xyz 0 1
C 4.27 -0.17 1.15
C 3.15 0.61 1.32
C 4.31 -1.24 0.28
C 1.91 0.29 0.69
C 3.13 -1.46 -0.33
C 2.06 -0.76 -0.17
C -2.64 -1.65 0.41
C -2.33 0.71 1.42
C -1.71 -0.50 0.82
N -0.03 -2.64 -0.37
N 0.77 0.86 -3.96
N -0.70 -0.19 -0.21
S 0.20 -1.23 -0.93
H 5.24 0.08 1.72
H 3.24 1.55 1.89
H 5.11 -2.00 0.17
H 1.11 0.79 1.05
H 1.05 0.07 -4.54
H -3.31 -1.32 -0.40
H -2.14 -2.58 0.02
H -3.30 -1.88 1.29
H -2.15 1.65 0.88
H -1.89 0.88 2.46
H -3.49 0.71 1.49
H -0.99 -0.88 1.67
H 0.54 -3.40 -0.90
H 0.55 0.61 -2.97
H 1.54 1.49 -3.98
*
```

***

4.
This record from the OMol25 dataset describes one molecule with the formula C4H8N2 in a non-equilibrium geometry. The level of theory is wB97M-V/def2-TZVPD.

Results
LUMO energy	0.03512	Eh
relative energy (zero: lowest compared OMol25 entry of this formula, charge and spin)	0.652	eV
total energy	-266.6981	Ha

```
! RIJCOSX wB97M-V def2-TZVPD def2/J DEFGRID3
* xyz 0 1
C 1.16 -0.23 -0.08
C 0.21 0.99 0.03
C -1.17 0.55 -0.18
C -1.11 -0.90 0.16
H 2.74 0.84 0.02
H 0.31 1.38 0.98
H 0.58 1.78 -0.70
H -1.50 0.70 -1.25
H -1.87 1.12 0.45
H -1.76 -1.61 -0.27
H -1.07 -0.97 1.21
H 0.71 -2.16 -0.13
N 2.48 -0.23 0.02
N 0.28 -1.26 -0.25
*
```

***

5.
This record from the OMol25 dataset describes a 2-piece molecular cluster, C9H14N3O overall in a non-equilibrium geometry. The level of theory is wB97M-V/def2-TZVPD.

Results
LUMO energy	-0.14541	Eh
relative energy (zero: lowest compared OMol25 entry of this formula, charge and spin)	1.693	eV
total energy	-590.4903	Ha

```
! RIJCOSX wB97M-V def2-TZVPD def2/J DEFGRID3
* xyz 1 1
C -4.15 1.21 0.29
C -3.83 1.17 -1.04
C -3.20 1.15 1.25
C -2.48 1.04 -1.42
C -1.94 0.95 0.94
C -1.53 0.92 -0.39
C 3.07 -3.06 -0.25
C 3.15 0.68 0.45
C 0.88 0.73 0.02
N 1.18 -1.96 0.17
N -0.15 0.94 -0.78
N 1.72 -3.10 0.14
O 2.08 0.87 -0.49
H -5.18 1.27 0.51
H -4.61 1.46 -1.66
H -3.48 1.40 2.20
H -2.15 1.06 -2.46
H -1.25 0.95 1.78
H 3.55 -3.48 0.59
H 3.51 -2.06 -0.44
H 3.15 -3.75 -1.09
H 3.52 1.62 0.79
H 4.01 0.26 -0.10
H 3.07 -0.12 1.15
H 0.80 0.45 1.15
H 0.27 -1.90 0.47
H -0.02 1.30 -1.78
*
```

***

6.
This record from the OMol25 dataset describes C15H31CdIP2 as an isolated structure in a non-equilibrium geometry. The level of theory is wB97M-V/def2-TZVPD.

Results
LUMO energy (spin up / spin down)	0.00106 / 0.00101	Eh
relative energy (zero: lowest compared OMol25 entry of this formula, charge and spin)	5.218	eV
total energy	-1738.0348	Ha

```
! RIJCOSX wB97M-V def2-TZVPD def2/J DEFGRID3
* xyz 0 1
P 0.80 0.73 -1.03
P -1.04 -2.92 -0.35
C 0.71 -0.99 -1.72
C -0.60 -1.80 -1.82
H 1.50 -1.56 -1.20
H 1.03 -0.81 -2.75
H -1.46 -1.12 -2.03
H -0.52 -2.47 -2.69
C 0.39 -2.69 0.77
H 0.15 -3.04 1.78
H 0.58 -1.61 0.78
H 1.26 -3.24 0.40
C -0.92 -4.65 -0.80
H 0.12 -4.95 -0.98
H -1.52 -4.87 -1.68
H -1.32 -5.26 0.02
C 2.72 1.11 -1.21
H 2.90 2.19 -1.31
H 3.06 0.65 -2.16
H 3.38 0.74 -0.42
C 0.68 1.63 -2.66
H -0.34 1.51 -3.04
H 1.39 1.21 -3.38
H 0.89 2.71 -2.56
Cd -3.11 -1.96 -0.48
C 0.52 0.42 2.02
C 1.68 0.79 1.34
C 2.33 2.07 1.85
C 1.42 3.28 1.53
C 0.79 3.16 0.20
C -0.24 2.26 -0.19
C -1.28 1.63 0.75
C -0.78 1.11 2.11
C -3.83 -0.73 1.14
H 0.55 -0.48 2.64
H 2.36 -0.04 1.10
H 3.33 2.22 1.41
H 2.45 1.97 2.92
H 0.67 3.42 2.31
H 2.07 4.17 1.51
H 1.15 3.83 -0.58
H -0.78 2.66 -1.06
H -1.82 0.79 0.25
H -2.07 2.39 0.89
H -0.93 1.94 2.84
H -1.51 0.34 2.46
H -4.93 -0.80 1.14
H -3.56 0.32 1.23
H -3.48 -1.24 2.05
I -4.82 -4.01 -1.34
*
```